# 1
The following is a DFT calculation (wB97M-V/def2-TZVPD) of a molecular structure, C7H8O at a distorted geometry.

LUMO level = 0.83 eV
energy relative to the best compared isomer or geometry (same formula, charge and spin) = 886.4 kJ/mol
frontier orbital gap = 9.5 eV

Each line ends with the Löwdin charge.
Positions of all 16 atoms, in Å:
C (-1.59865, -0.58298, -0.79812)  -0.020
C (-0.31049, -0.60777, -1.68146)  -0.107
C (0.88741, -0.28946, -1.10233)  -0.059
C (1.27377, -0.05828, 0.36123)  -0.311
C (-0.68937, -0.02562, 0.59333)  -0.342
C (-0.42914, 0.79123, 1.78173)  0.024
C (0.91568, 1.04244, 1.42358)  -0.005
H (-1.91363, -1.70846, -0.76592)  0.125
H (-2.38715, 0.17793, -0.85288)  0.092
H (-0.37733, -0.48189, -2.75835)  0.093
H (1.62051, -0.35193, -1.98512)  0.123
H (2.33284, -0.18279, 0.17999)  0.130
H (-0.43109, 0.76851, 0.03398)  0.050
H (-1.06785, 1.25881, 2.68184)  0.152
H (1.84212, 1.25401, 2.07336)  0.122
O (0.33238, -1.00376, 0.81516)  -0.066

***

# 2
The following is a DFT calculation (wB97M-V/def2-TZVPD) of C7H8O in the gas phase at a distorted geometry.

structure (SMILES) = C#CCCCC=C=O
LUMO level = 0.56 eV
energy relative to the best compared isomer or geometry (same formula, charge and spin) = 455.7 kJ/mol
frontier orbital gap = 9.1 eV

Each line ends with the Löwdin charge.
Positions of all 16 atoms, in Å:
C (0.26913, 2.17303, -0.75305)  0.121
C (-0.48791, 1.47264, -0.16246)  -0.180
C (-1.49288, 0.47021, -0.06366)  -0.233
C (-1.00374, -0.87936, 0.57496)  -0.207
C (0.11735, -1.35578, -0.35918)  -0.197
C (1.49860, -0.82175, 0.16799)  -0.097
C (1.97293, 0.39813, 0.10255)  -0.264
O (2.78443, 1.23435, 0.17814)  0.140
H (0.95666, 2.93913, -0.65819)  0.037
H (-2.08059, 0.32839, -1.04876)  0.152
H (-2.17431, 1.11216, 0.63174)  0.144
H (-0.57894, -0.66962, 1.50043)  0.073
H (-1.95764, -1.59538, 0.68959)  0.149
H (-0.10926, -0.85417, -1.33660)  0.110
H (0.25855, -2.51204, -0.36710)  0.132
H (2.02761, -1.43996, 0.90360)  0.120

***

# 3
The following is a DFT calculation (wB97M-V/def2-TZVPD) of C7H8O in the gas phase at a distorted geometry.

structure (SMILES) = C1=C[C@H]2C=C[C@@H](C1)O2
LUMO level = 1.06 eV
energy relative to the best compared isomer or geometry (same formula, charge and spin) = 186.0 kJ/mol
frontier orbital gap = 10.1 eV

Each line ends with the Löwdin charge.
Positions of all 16 atoms, in Å:
C (1.46827, 0.52683, -0.25543)  -0.084
C (0.55052, 1.45710, 0.00201)  -0.041
C (-0.78209, 1.02746, 0.65166)  -0.304
C (-1.58785, 0.43407, -0.50344)  -0.026
C (-1.25073, -0.85160, -0.61566)  -0.019
C (-0.23840, -1.13726, 0.52137)  -0.284
C (1.23943, -0.95872, 0.05834)  -0.114
O (-0.52729, -0.09133, 1.47896)  -0.080
H (2.37341, 0.75757, -0.81914)  0.099
H (0.78500, 2.51148, -0.14684)  0.103
H (-1.20661, 1.84566, 1.25582)  0.150
H (-2.10831, 1.03305, -1.25970)  0.115
H (-1.63922, -1.56350, -1.34948)  0.109
H (-0.35861, -2.10438, 1.04791)  0.147
H (1.95010, -1.32785, 0.79813)  0.112
H (1.33236, -1.55859, -0.86450)  0.117

***

# 4
The following is a DFT calculation (wB97M-V/def2-TZVPD) of C7H8O in the gas phase at a distorted geometry.

LUMO level = 0.75 eV
energy relative to the best compared isomer or geometry (same formula, charge and spin) = 296.5 kJ/mol
frontier orbital gap = 9.1 eV

Each line ends with the Löwdin charge.
Positions of all 16 atoms, in Å:
C (1.13969, 1.33219, -1.32918)  -0.036
C (-0.64172, -1.54991, -0.89576)  -0.033
C (1.70686, 0.21587, 0.87116)  -0.130
C (0.95008, 0.34961, -0.21192)  -0.262
C (-0.84942, -0.12537, 1.17515)  -0.053
C (-0.29960, -0.39427, -0.00383)  -0.278
C (-1.73019, 0.20569, 2.07755)  0.013
O (2.58187, 0.03955, 1.62898)  0.174
H (0.97425, 0.83212, -2.28534)  0.079
H (0.43058, 2.15942, -1.25814)  0.083
H (2.14968, 1.73813, -1.31861)  0.082
H (-0.93676, -1.17195, -1.87720)  0.082
H (0.21530, -2.20889, -1.04192)  0.086
H (-1.46501, -2.12762, -0.48059)  0.082
H (-2.66326, 0.69320, 1.82112)  0.059
H (-1.56235, 0.01223, 3.12854)  0.051

***

# 5
The following is a DFT calculation (wB97M-V/def2-TZVPD) of C7H8O2 in the gas phase at a distorted geometry.

structure (SMILES) = C=C[C@]12O[C@H]1CCC2=O
LUMO level = 0.81 eV
energy relative to the best compared isomer or geometry (same formula, charge and spin) = 256.4 kJ/mol
frontier orbital gap = 10.4 eV

Each line ends with the Löwdin charge.
Positions of all 17 atoms, in Å:
C (0.24454, 1.06420, -2.68092)  0.029
C (-0.24098, 0.12169, -1.90646)  -0.091
C (-0.26273, 0.14452, -0.44472)  -0.347
O (-0.26451, 1.36360, 0.27866)  0.074
C (0.84700, 0.55842, 0.49401)  -0.227
C (0.75012, -0.21631, 1.76038)  -0.147
C (-0.63418, -0.87513, 1.69953)  -0.082
C (-1.12955, -0.79320, 0.26249)  -0.310
O (-2.00564, -1.46669, -0.24993)  0.113
H (0.08326, 1.06702, -3.75121)  0.055
H (0.98720, 1.85107, -2.23886)  0.106
H (-0.94714, -0.55739, -2.37084)  0.112
H (1.95534, 0.73962, 0.13641)  0.193
H (0.92611, 0.39405, 2.67525)  0.125
H (1.54805, -0.99816, 1.80787)  0.128
H (-1.18067, -0.47617, 2.66795)  0.166
H (-0.67622, -1.92114, 1.86038)  0.102

***

# 6
The following is a DFT calculation (wB97M-V/def2-TZVPD) of C7H8O2 in the gas phase at a distorted geometry.

structure (SMILES) = C=C1OCC(=O)C12CC2
LUMO level = 0.78 eV
energy relative to the best compared isomer or geometry (same formula, charge and spin) = 515.2 kJ/mol
frontier orbital gap = 9.8 eV

Each line ends with the Löwdin charge.
Positions of all 17 atoms, in Å:
C (-1.72510, 1.32478, -0.32464)  0.041
C (-0.43773, 1.09887, -0.06463)  -0.264
O (0.75875, 1.78001, 0.05489)  -0.043
C (1.95405, 1.12162, 0.06331)  -0.091
C (1.38793, -0.27501, -0.21910)  -0.354
O (2.17790, -1.18158, -0.37202)  0.113
C (0.03631, -0.33882, 0.08531)  -0.372
C (-0.59833, -1.48594, 0.73276)  -0.064
C (-0.79644, -1.25961, -0.72785)  -0.078
H (-1.90266, 2.42772, -0.51514)  0.081
H (-2.41283, 0.64798, 0.39687)  0.132
H (2.24152, 1.05183, 1.14020)  0.139
H (2.88876, 1.79645, -0.49172)  0.212
H (-0.00217, -2.18864, 1.38771)  0.142
H (-1.57610, -1.21723, 1.32893)  0.137
H (-0.25863, -2.20302, -1.25878)  0.168
H (-1.73524, -1.09941, -1.21612)  0.101

***

# 7
The following is a DFT calculation (wB97M-V/def2-TZVPD) of C7H8O2S in the gas phase at a distorted geometry.

structure (SMILES) = C=C[C@@]1(C)SC(=O)CC1=O
LUMO level = 0.21 eV
energy relative to the best compared isomer or geometry (same formula, charge and spin) = 153.9 kJ/mol
frontier orbital gap = 9.5 eV

Each line ends with the Löwdin charge.
Positions of all 18 atoms, in Å:
C (1.72148, -0.94990, -2.00047)  0.042
C (0.61611, -0.89369, -1.12534)  -0.207
C (0.30712, 0.10787, -0.09051)  -0.758
C (1.35397, 1.14029, 0.35431)  -0.038
S (-1.08061, 0.86755, -0.87521)  1.090
C (-2.34344, 0.71982, 0.44424)  -0.622
O (-3.44512, 1.26466, 0.35354)  0.017
C (-1.75556, -0.16783, 1.47296)  -0.078
C (-0.36015, -0.50580, 1.06806)  -0.460
O (0.15964, -1.44299, 1.62808)  0.125
H (2.43311, -0.10751, -2.24985)  0.068
H (1.94294, -1.65745, -2.83256)  0.056
H (-0.20297, -1.60519, -1.25206)  0.110
H (2.22551, 0.48574, 0.56307)  0.107
H (1.00342, 1.76293, 1.17326)  0.092
H (1.58180, 1.76900, -0.52209)  0.087
H (-1.77920, 0.34184, 2.53737)  0.190
H (-2.37805, -1.12937, 1.35320)  0.181

***

# 8
The following is a DFT calculation (wB97M-V/def2-TZVPD) of 2 unconnected molecules or ions with the total composition C7H8S at a distorted geometry.

structure (SMILES) = C#CC(C)=S.C#CC
LUMO level = -0.94 eV
energy relative to the best compared isomer or geometry (same formula, charge and spin) = 520.6 kJ/mol
frontier orbital gap = 8.0 eV

Each line ends with the Löwdin charge.
Positions of all 16 atoms, in Å:
C (2.07387, 1.50174, 0.70123)  0.144
C (0.89369, 1.69625, 0.64881)  -0.200
C (-0.49007, 1.37925, 0.56120)  -0.756
C (-0.75859, 0.44767, 1.94130)  -0.040
S (-1.64210, 2.01637, -0.45682)  0.683
H (3.04520, 1.29345, 0.35057)  0.039
H (-0.50047, 1.20915, 2.56203)  0.025
H (-0.04011, -0.30108, 2.04165)  0.047
H (-1.74936, 0.10246, 2.17860)  0.068
C (1.50915, -1.34257, -1.12978)  0.094
C (0.29382, -1.34615, -1.17479)  -0.225
C (-1.00668, -1.32054, -1.76996)  -0.146
H (2.46235, -1.22177, -0.65199)  0.022
H (-1.12768, -0.75399, -2.70859)  0.089
H (-1.65675, -0.95617, -0.99238)  0.036
H (-1.30628, -2.40406, -2.10109)  0.118

***

# 9
The following is a DFT calculation (wB97M-V/def2-TZVPD) of 2 unconnected molecules or ions with the total composition C7H9BF3N at a distorted geometry.

structure (SMILES) = [H]/B=N/C(F)(F)F.CC1=CC=CC1
LUMO level = 0.36 eV
energy relative to the best compared isomer or geometry (same formula, charge and spin) = 171.7 kJ/mol
frontier orbital gap = 9.1 eV

Each line ends with the Löwdin charge.
Positions of all 21 atoms, in Å:
H (1.03646, 3.12413, 0.45585)  0.050
B (1.19172, 1.99236, 0.28961)  -0.030
N (1.82889, 1.00888, -0.21633)  0.245
C (2.30759, -0.26919, -0.29679)  -0.725
F (1.90538, -1.05032, -1.33612)  0.110
F (3.67719, -0.24494, -0.43034)  0.090
F (2.11133, -0.95027, 0.78584)  0.177
C (-0.65870, -2.20529, -0.16222)  -0.041
C (-0.78963, -0.77033, 0.12358)  -0.301
C (-0.89895, -0.10407, 1.28571)  -0.072
C (-1.17734, 1.25148, 1.04338)  -0.164
C (-1.26580, 1.55237, -0.26820)  -0.108
C (-1.13681, 0.20517, -0.94288)  -0.150
H (0.34757, -2.40321, -0.44452)  0.052
H (-1.46629, -2.52286, -0.84589)  0.099
H (-0.70874, -2.85304, 0.73535)  0.095
H (-0.87243, -0.40356, 2.34705)  0.132
H (-1.51323, 1.94466, 1.89592)  0.146
H (-1.38442, 2.35863, -0.89943)  0.090
H (-2.15894, 0.00616, -1.32139)  0.149
H (-0.37486, 0.33326, -1.79818)  0.156

***

# 10
The following is a DFT calculation (wB97M-V/def2-TZVPD) of C7H9Br2NO in the gas phase at a distorted geometry.

2S+1 = 3
LUMO level (alpha / beta) = 0.47 / -2.21 eV
frontier orbital gap (alpha / beta) = 5.9 / 7.5 eV

Each line ends with the Löwdin charge.
Positions of all 20 atoms, in Å:
C (-2.03366, -0.10639, 1.43624)  -0.227
C (-2.17866, 0.19776, 0.04014)  -0.542
C (-1.36942, 0.66379, -0.93061)  -0.547
C (-1.04531, 0.11678, 2.32021)  -0.428
C (0.72921, -0.42026, -0.43749)  -0.281
C (0.18577, -1.66373, 0.13603)  -0.066
C (0.68787, 1.76687, -1.37534)  -0.074
N (0.04545, 0.59042, -0.86398)  -0.199
O (-1.77907, 1.15597, -2.00369)  0.011
Br (-3.94416, 0.04243, -0.67217)  0.848
Br (0.55323, 1.22605, 1.99263)  0.778
H (-2.86342, -0.72660, 1.82112)  0.114
H (-1.00751, -0.20973, 3.29380)  0.022
H (1.82119, -0.32941, -0.55341)  0.122
H (-0.69798, -1.89033, -0.39055)  0.078
H (-0.04523, -1.24726, 1.03862)  -0.020
H (0.92185, -2.45497, 0.23020)  0.098
H (1.14316, 1.47185, -2.45560)  0.141
H (0.00838, 2.63411, -1.64063)  0.111
H (1.48415, 2.02232, -0.64990)  0.063